1.
C9H21F10FeN9O28S6 | ωB97M-V/def2-TZVPD

Each line ends with the Löwdin charge.
Atoms and positions in Å:
Fe: -2.51045 -0.06741 1.02026  1.065
C: -3.25077 -3.99343 -1.39373  -0.544
F: -3.78071 -4.60571 -2.43022  0.152
F: -4.00361 -4.42320 -0.30562  0.091
F: -1.91515 -4.28516 -1.37331  0.111
S: -3.48993 -2.06131 -1.64012  0.624
O: -4.92553 -1.73669 -1.83040  -0.283
O: -3.02374 -1.40357 -0.39093  -0.405
O: -2.64877 -1.54264 -2.73298  -0.280
C: -4.36299 3.59472 -1.55391  -0.561
F: -3.34388 4.21028 -1.02925  0.157
F: -5.46237 3.65958 -0.76605  0.122
F: -4.54287 4.06887 -2.85637  0.093
S: -3.82987 1.68260 -1.64759  0.616
O: -3.20593 1.24934 -0.36204  -0.396
O: -5.08684 0.87571 -1.88256  -0.315
O: -2.91557 1.56518 -2.74827  -0.283
N: -0.75449 0.18089 0.39134  -0.329
S: 0.31772 1.33166 0.02804  0.519
O: 0.33487 1.77999 -1.33552  -0.214
O: 1.48677 1.47280 0.90992  -0.254
F: -0.71425 2.45169 0.62570  -0.214
S: 0.43557 -0.98897 -0.11817  0.593
O: 1.39555 -1.41747 0.90769  -0.277
O: 0.77579 -1.08404 -1.51155  -0.201
F: -0.55589 -2.21810 0.05750  -0.180
N: -2.23915 -1.25773 2.42753  -0.345
S: -0.95059 -1.37390 3.72299  0.705
O: 0.01106 -2.50535 3.74997  -0.236
O: -1.38429 -0.73216 4.92812  -0.244
F: -0.09426 -0.13999 3.07401  -0.214
S: -3.18214 -2.26555 3.23993  0.522
O: -4.13533 -1.72628 4.18810  -0.232
O: -2.64088 -3.59551 3.42461  -0.221
F: -4.07983 -2.49896 1.90935  -0.193
C: 4.27010 -1.60370 3.07779  0.046
N: 4.96803 -0.30025 3.12322  -0.442
O: 4.89553 0.40510 2.14359  0.063
O: 5.61900 -0.07377 4.14595  0.050
H: 4.76713 -2.19738 2.31058  0.110
H: 3.19849 -1.46628 2.93341  0.086
H: 4.37879 -1.97620 4.09639  0.098
C: 0.31659 -0.65855 -4.49555  0.043
N: 0.17378 -1.23685 -5.85784  -0.398
O: 0.20205 -2.50605 -5.88443  0.013
O: -0.01780 -0.49035 -6.81702  0.061
H: -0.64736 -0.70357 -3.98870  0.087
H: 0.56560 0.38852 -4.66802  0.075
H: 1.05243 -1.28907 -3.99647  0.089
C: 4.49231 -0.09682 -1.19942  0.026
N: 4.88681 -0.89757 -2.33214  -0.443
O: 5.28865 -0.27295 -3.30846  0.061
O: 4.95727 -2.12795 -2.22772  0.048
H: 5.43014 -0.14942 -0.64643  0.105
H: 3.71937 -0.53863 -0.57057  0.084
H: 4.26780 0.92736 -1.49736  0.111
C: 2.31192 4.59932 1.14504  0.043
N: 0.96859 5.03761 0.57974  -0.445
O: 0.82278 4.72552 -0.58899  0.055
O: 0.30235 5.78219 1.24433  0.073
H: 2.74941 3.76590 0.59539  0.083
H: 2.21957 4.51145 2.22756  0.094
H: 2.99019 5.41497 0.89448  0.096
C: -1.00628 2.32737 4.49265  0.086
N: -2.24016 1.94475 3.69233  -0.293
O: -2.12422 1.52103 2.49155  -0.092
O: -3.35730 2.04451 4.19873  0.134
H: -0.59062 1.45469 4.99640  0.081
H: -1.35176 2.98927 5.28678  0.109
H: -0.26828 2.70939 3.78731  0.106
C: -0.43884 3.24527 -4.29687  0.024
N: 0.15615 2.82585 -5.54882  -0.420
O: -0.52682 2.83576 -6.58737  0.049
O: 1.39970 2.66552 -5.59220  0.023
H: -1.26647 2.53788 -4.24437  0.088
H: -1.01682 4.16855 -4.25708  0.111
H: 0.36844 3.25961 -3.56461  0.093
C: 1.82754 -4.77735 2.02962  0.041
N: 1.39404 -5.49535 3.22990  -0.449
O: 0.34106 -6.10965 3.15659  0.064
O: 2.08820 -5.52968 4.23950  0.045
H: 1.41235 -5.27181 1.15143  0.109
H: 2.91158 -4.71903 1.93189  0.099
H: 1.41174 -3.79932 2.27184  0.067

Forces on the atoms, in the same order (eV/Å):
Fe -2.4660 1.2052 -3.9262
C -0.4899 0.6600 0.3911
F 0.1429 0.1102 -0.3101
F 2.1487 0.7575 -1.1987
F -1.9046 0.1476 0.8369
S -2.7098 3.1855 -3.5180
O 2.8279 -2.4856 0.8062
O 0.8056 0.0915 2.7947
O -0.5219 -2.1799 1.6026
C 0.0442 -2.6202 -1.1323
F 0.1983 1.1059 0.4920
F 1.0473 0.7000 -1.3019
F -0.3033 -0.7725 2.7172
S -4.5119 -3.4445 -3.0927
O 0.4294 0.7701 2.0859
O 2.8008 3.2622 1.2711
O 0.6134 1.1506 0.5110
N 6.1436 -1.8295 -2.2706
S -1.5826 8.2695 1.3915
O 0.8499 -1.6505 0.9481
O -2.0204 -1.2021 -1.9374
F 1.0553 -0.1934 0.0001
S -0.5765 -7.5721 1.4764
O -0.9650 2.2372 -1.6761
O -0.1278 1.5685 1.4895
F -0.2684 0.4379 -0.2205
N 3.2370 -2.0675 5.2378
S 4.9679 1.4336 -1.1469
O -3.3673 3.0027 -0.5279
O -0.5298 -1.2374 -0.4655
F -0.4271 -1.5007 0.2868
S -6.2826 -3.8671 -1.8379
O 2.1362 -0.1166 -1.1047
O 0.3876 2.2464 0.5591
F 0.0302 0.3358 0.9721
C -0.2957 -0.1908 1.0782
N 0.5575 -0.1071 0.7419
O 0.1309 0.3352 0.0938
O -0.6033 0.2572 -1.1259
H -0.2978 -0.0260 0.1254
H 0.1915 0.2099 -0.6283
H 0.2372 -0.4722 -0.3655
C 0.0090 0.3704 -0.5211
N -0.7375 -2.1757 -0.5892
O 0.0070 3.0827 -0.5372
O 0.3896 -1.3259 1.3177
H -0.0503 -0.2865 -0.0987
H 0.4167 -0.2413 0.3869
H -0.0924 0.4781 0.0517
C 0.1553 0.3729 1.4080
N 0.7556 -1.3202 -2.0235
O -0.4523 -0.5337 0.5311
O -0.4417 1.4921 0.1631
H -0.1513 0.5147 0.5016
H 0.0071 -0.1878 -0.4066
H 0.0517 -0.3346 -0.0988
C 0.0908 0.5314 -0.0090
N 2.5075 -0.6009 -1.0736
O -0.8427 0.2639 0.4543
O -0.8078 0.0461 0.2770
H -0.7706 -0.3024 0.3448
H 0.0849 -0.2442 -0.2649
H -0.2298 0.3446 0.2591
C -0.3545 -0.1282 -0.2504
N -2.6917 -1.0203 -0.9578
O 0.3596 0.9600 2.4005
O 2.7283 -0.0127 -0.6116
H -0.3669 -0.2598 -0.4103
H 0.0493 0.2586 -0.4905
H -0.2514 0.2051 0.1448
C -0.8646 -0.8009 0.7724
N 2.1032 2.1068 -3.8529
O 0.5687 -0.4459 2.0493
O -2.1562 -0.2771 0.6522
H 0.2491 -0.4905 1.2134
H 0.6386 0.4151 -0.9890
H -0.5994 -0.4593 0.1876
C 0.1449 0.6513 -0.0478
N -0.1749 -2.5087 1.2176
O 0.2127 0.6286 -0.3230
O 0.1303 0.8011 -0.7512
H -0.2703 0.3432 0.2801
H -0.1278 -0.1179 0.4653
H 0.0428 0.2631 -0.8939

## Properties
Lowest unoccupied orbital energy (alpha / beta) in eV: -0.356 / -2.237
Net charge: -1
Spin multiplicity: 6
⟨S²⟩: 8.76


2.
C2ClN3O | ωB97M-V/def2-TZVPD

Each line ends with the Löwdin charge.
Atoms and positions in Å:
O: 0.17045 2.01838 -0.00006  0.183
C: 0.31822 0.83787 -0.00017  -0.408
N: 1.50789 0.07593 0.00026  0.081
N: 1.23371 -1.12593 0.00004  0.012
N: -0.10293 -1.42571 -0.00021  0.031
C: -0.74626 -0.30991 0.00009  -0.715
Cl: -2.38109 -0.07063 0.00005  0.816

Forces on the atoms, in the same order (eV/Å):
O 0.2143 -0.7276 -0.0013
C -1.7009 -0.0018 0.0053
N 1.8340 0.5806 -0.0026
N 2.4605 0.1768 0.0015
N -3.7672 0.4797 0.0007
C 1.4852 -0.4918 -0.0037
Cl -0.5259 -0.0159 0.0001

## Properties
SMILES: O=C1N=NN=C1Cl
Relative energy (zero: lowest compared OMol25 entry of this formula, charge and spin) in kcal/mol: 0.0
Lowest unoccupied orbital energy in eV: -2.715
Net charge: 0


3.
C5H12O | ωB97M-V/def2-TZVPD

Each line ends with the Löwdin charge.
Atoms and positions in Å:
C: 1.93984 1.08218 -1.10812  -0.117
C: 0.44831 0.72309 -1.06608  -0.327
C: -0.35481 1.06782 0.13295  -0.276
C: -1.55444 0.39536 0.28784  -0.099
O: -0.83106 -0.65879 1.32145  -0.288
C: -0.73528 -2.02384 1.08359  -0.150
H: 2.06647 2.10842 -0.75018  0.066
H: 2.29117 1.03495 -2.15426  0.066
H: 2.64418 0.43467 -0.51507  0.078
H: 0.34040 -0.33916 -1.37299  0.105
H: -0.20720 1.36801 -1.66088  0.103
H: 0.28771 -0.27580 0.94412  0.238
H: -0.11614 1.83815 0.84938  0.095
H: -2.21479 0.74208 1.04822  0.096
H: -1.81556 -0.51923 -0.24953  0.110
H: -0.21170 -2.15515 2.09033  0.124
H: -0.27996 -2.30773 0.07775  0.106
H: -1.69714 -2.51502 1.04149  0.071

Forces on the atoms, in the same order (eV/Å):
C 0.1024 0.0880 -0.1819
C 0.0432 0.6736 -1.1870
C 1.2684 0.5114 0.3908
C 0.7903 -0.8517 1.1069
O 2.4623 -1.2801 1.6741
C 0.3158 -1.7746 1.1688
H 0.1504 -0.0715 -0.0783
H -0.0681 0.0955 0.4278
H -1.0120 0.3648 -0.2926
H -0.2108 0.5676 0.1231
H 1.3578 -0.3741 -2.0405
H -2.8742 1.3594 0.9858
H 0.0682 0.5480 -0.4738
H -1.1263 0.5333 -0.1922
H -0.9485 1.2623 -1.4995
H -0.1529 -2.0094 -1.8684
H 0.2582 0.4899 1.3914
H -0.4241 -0.1325 0.5456

## Properties
Relative energy (zero: lowest compared OMol25 entry of this formula, charge and spin) in kcal/mol: 160.9
Lowest unoccupied orbital energy in eV: 0.874
Net charge: 0


4.
C30H55B3F12N10Zn | ωB97M-V/def2-TZVPD

Each line ends with the Löwdin charge.
Atoms and positions in Å:
Zn: 16.84440 -3.27378 18.79557  1.619
C: 5.07774 0.65048 15.59931  -0.066
C: 4.22636 0.65168 14.32746  -0.157
N: 2.77448 0.58337 14.50831  -0.044
C: 1.81431 0.31777 13.56632  -0.012
C: 0.61901 0.31627 14.14908  0.017
N: 0.79627 0.50433 15.54229  -0.062
C: 2.10234 0.82551 15.69027  0.010
C: -0.18243 0.35685 16.65602  0.030
H: 6.12602 0.51684 15.33223  0.094
H: 4.81826 -0.13353 16.31072  0.081
H: 4.86316 1.54602 16.18244  0.075
H: 4.38182 -0.30623 13.83113  0.135
H: 4.48804 1.44226 13.62419  0.136
H: 2.15743 0.22539 12.54645  0.153
H: -0.37881 0.06488 13.82112  0.146
H: 2.58049 0.78809 16.65793  0.153
H: 0.20554 0.67824 17.62260  0.094
H: -0.38323 -0.69654 16.85125  0.109
H: -1.01900 1.03659 16.49408  0.109
C: 2.49738 1.34206 28.86067  -0.062
C: 3.59626 1.89940 27.96224  -0.140
N: 3.66515 1.15968 26.65282  -0.039
C: 2.58855 0.97256 25.80803  -0.001
C: 3.03902 0.26248 24.73951  0.016
N: 4.34595 -0.10704 25.08075  -0.102
C: 4.71507 0.38211 26.25896  0.014
C: 5.31410 -0.59406 24.03203  0.033
H: 1.52066 1.48837 28.39946  0.075
H: 2.56900 1.92161 29.78104  0.094
H: 2.54333 0.26599 29.02823  0.091
H: 4.53734 1.69304 28.47201  0.123
H: 3.49424 2.96021 27.73339  0.133
H: 1.71141 1.60160 25.84472  0.146
H: 2.71158 -0.14372 23.79390  0.139
H: 5.65785 0.12901 26.72104  0.172
H: 4.99786 -1.60482 23.77423  0.107
H: 6.33229 -0.58336 24.42097  0.095
H: 5.47764 0.16675 23.26880  0.104
C: 14.96713 -0.50522 28.10181  -0.049
C: 14.93386 -2.09801 27.78367  -0.095
N: 16.30907 -2.73826 27.82841  -0.055
C: 16.79357 -3.50340 26.85245  -0.038
C: 18.02895 -3.96291 27.25305  0.031
N: 18.16535 -3.76855 28.66651  -0.077
C: 17.20772 -2.81549 28.93934  0.064
C: 19.17171 -4.37578 29.49543  0.005
H: 15.51204 -0.29756 29.02270  0.060
H: 13.97486 -0.09947 28.29898  0.074
H: 15.44937 0.04421 27.29331  0.073
H: 14.53139 -2.19916 26.77576  0.116
H: 14.30952 -2.53068 28.56540  0.118
H: 16.18902 -3.67380 25.97388  0.143
H: 18.84193 -4.54683 26.84748  0.138
H: 17.01371 -2.28865 29.86195  0.155
H: 19.00908 -5.44370 29.64099  0.115
H: 19.24147 -3.87967 30.46347  0.109
H: 20.15824 -4.24137 29.05181  0.111
C: 11.33464 6.03789 14.03330  -0.094
C: 10.94366 6.43719 15.39443  -0.178
N: 10.52344 7.83266 15.37002  -0.026
C: 11.30413 9.01210 15.40592  -0.002
C: 10.60453 10.18327 15.11264  0.080
N: 9.25150 9.67357 14.82979  -0.093
C: 9.24976 8.35216 15.06830  0.011
C: 8.12270 10.48648 14.40749  0.001
H: 12.25873 6.56674 13.79991  0.084
H: 10.70028 6.23838 13.16989  0.091
H: 11.67613 5.02525 13.81869  0.097
H: 11.79870 6.19031 16.02375  0.145
H: 9.98498 5.94657 15.56274  0.130
H: 12.36494 8.90192 15.57607  0.133
H: 10.66912 11.24492 14.92519  0.134
H: 8.37945 7.78602 14.77091  0.163
H: 7.55310 9.93482 13.65960  0.101
H: 8.50131 11.27403 13.75593  0.109
H: 7.37094 10.82841 15.11885  0.111
C: 18.78904 5.43954 15.14262  -0.092
C: 19.97628 5.59203 16.05934  -0.156
N: 20.09522 4.51051 17.06525  -0.045
C: 21.02109 3.51749 17.15612  0.017
C: 20.82510 2.91955 18.38333  0.022
N: 19.65898 3.44498 18.92187  -0.098
C: 19.18370 4.45067 18.13310  0.049
C: 19.03639 3.13851 20.22233  0.023
H: 18.92930 5.66750 14.08599  0.088
H: 17.80617 5.80667 15.43806  0.075
H: 18.57164 4.38769 14.95701  0.085
H: 19.92693 6.59303 16.48791  0.132
H: 20.78206 5.50859 15.33005  0.131
H: 21.73478 3.33942 16.36533  0.149
H: 21.34054 2.11114 18.88052  0.142
H: 18.39432 5.12864 18.42229  0.166
H: 18.10456 2.59675 20.06020  0.107
H: 18.97074 4.05011 20.81628  0.106
H: 19.67214 2.42158 20.74188  0.102
B: 19.94905 -3.38582 21.13139  -1.391
F: 18.64523 -3.02792 21.51210  0.088
F: 20.06497 -4.75483 21.37908  0.097
F: 20.15806 -3.29918 19.78801  0.147
F: 20.93998 -2.78420 21.82559  0.177
B: 16.75908 -1.53293 15.05673  -1.426
F: 17.64585 -1.24623 16.05115  0.115
F: 17.37272 -2.33936 14.16919  0.186
F: 15.83521 -2.32465 15.76144  0.117
F: 16.30144 -0.42090 14.45314  0.190
B: 12.94168 -0.61608 19.57678  -1.501
F: 12.41004 -0.98671 18.39759  0.165
F: 12.67804 0.65778 19.82357  0.187
F: 12.40957 -1.34316 20.59286  0.135
F: 14.32497 -0.78219 19.57844  0.095

Forces on the atoms, in the same order (eV/Å):
Zn 0.5697 1.2090 -0.4840
C -1.0658 0.3105 0.2603
C 0.3407 -1.4490 -0.4260
N -1.9335 1.7415 3.0693
C 1.6905 0.3444 -0.9953
C -2.0610 -0.8570 2.1165
N 1.7253 1.0876 -0.9828
C 0.2977 -2.4678 -0.7234
C 0.3395 0.4093 0.0988
H -0.1236 0.3609 0.0855
H -0.0688 -0.4825 -0.4069
H 0.6299 0.4040 -0.1951
H 0.5564 0.1058 -0.3167
H -0.1037 0.1096 0.2172
H -0.5202 -0.1806 -0.0604
H 0.2303 0.1519 -0.4021
H 0.0482 0.5538 -0.0999
H 0.7548 0.3339 -0.3500
H -0.5455 0.0982 -0.6971
H -0.2718 -0.6554 -0.3062
C -0.3828 0.5445 -0.6023
C 0.0587 -1.2977 -0.1811
N 0.7233 -0.9835 1.6116
C 0.5712 1.1403 -1.2131
C 1.6862 -0.9606 0.8575
N 0.9301 -0.1089 -1.6661
C -2.1761 1.0726 -0.9105
C 0.1214 0.1001 1.3294
H -0.1066 0.3211 0.1885
H -0.3182 -0.3341 0.1454
H 0.5369 0.1081 0.1964
H 0.1918 0.3520 -0.2974
H -0.0274 -0.1128 0.1223
H -0.0767 -0.3247 0.4276
H -0.6424 0.4729 0.2286
H -0.1484 0.5399 0.2551
H 0.2764 0.3477 -0.6171
H -0.1864 -0.5908 0.6814
H -1.0623 -0.3115 -0.4468
C 0.5755 -1.5201 -0.0953
C 0.7713 2.5328 1.1346
N 0.7444 0.8586 3.6779
C 1.7564 -0.5753 -0.7375
C -0.0185 -1.8123 1.7260
N -2.9293 3.6703 -2.9839
C -1.5583 -1.6957 -1.6207
C 1.2430 0.2695 0.7175
H 0.2032 -0.1957 -0.0130
H -0.1346 -0.3541 -0.3845
H -0.1090 -0.0737 0.0126
H 0.1466 -0.4911 0.2272
H 0.0672 -0.4144 -0.3998
H 0.5550 0.0909 -0.2242
H -0.5537 -0.1502 -0.6458
H 0.1549 -0.2672 0.0388
H -0.3369 0.1512 -0.1362
H -0.3628 -0.0401 -0.0459
H -0.1057 -0.0378 -0.2439
C 2.1613 -0.0760 -2.8425
C -1.7150 -0.7422 -0.7586
N -2.2705 5.5576 -0.3385
C 0.4431 0.6539 -0.3113
C -2.6825 -3.5594 -0.5569
N 2.6780 -0.9022 2.0100
C 1.3176 -0.4842 -0.9361
C -0.6583 -0.1510 -1.8295
H 0.1430 0.3582 -0.2057
H -0.6524 0.3586 0.5023
H -0.3750 -0.4171 0.9900
H -0.6991 0.4661 0.7542
H 0.4194 -0.5277 1.1177
H -0.0769 0.1812 0.1397
H 0.9876 -0.1693 0.3891
H 0.1084 -0.3843 0.4520
H -0.0368 -0.4998 0.1598
H 0.1490 0.3994 0.6388
H 0.7827 0.0128 0.5631
C -1.7136 -1.7387 -0.9489
C -0.1976 -0.0840 -1.5961
N -3.0356 1.4189 1.3492
C -0.1250 0.2392 1.2393
C -0.9802 -0.2281 -0.5484
N -0.2250 1.5145 -0.5863
C 3.7225 -1.8255 -0.8991
C 0.6330 -0.8150 -0.1065
H 0.5128 1.0359 0.2531
H 0.2971 0.5100 0.3737
H 0.1534 -0.5128 0.5212
H 0.5858 -0.3339 0.4986
H 0.6541 0.0995 0.8177
H 0.0692 0.0625 0.2612
H -0.0418 0.0596 -0.1851
H 0.0891 -0.0429 -0.4071
H -0.1804 0.5031 0.0188
H -0.2863 -0.1910 -0.1067
H 0.1627 0.2155 -0.0012
B 1.4237 -2.8421 0.9995
F -1.6138 1.0004 -0.5925
F -0.5636 -1.0256 0.5294
F -0.9516 1.3376 -2.5740
F 0.2359 1.5938 0.6767
B 0.7873 -0.4733 -0.5089
F 2.0275 1.1862 2.4513
F 0.6046 -1.2763 -1.4650
F -2.1148 -1.1435 1.2120
F -1.1117 1.1042 -0.1261
B -0.4811 -0.7869 0.1827
F -0.5281 -0.8559 -2.0503
F -0.3507 3.6854 0.4398
F -0.6109 -1.7315 1.6551
F 2.5629 -0.7823 -0.2295

## Properties
Lowest unoccupied orbital energy in eV: -12.316
Net charge: +4